{"formula": "C47H111N6O3", "method": "the ωB97M-V functional and the def2-TZVPD basis", "charge": 5, "de_lowest_kcal_mol": 0.0, "homo_energy_ha": -0.4211, "mol_weight_g_mol": 808.44, "elements": ["C", "O", "H", "H", "H", "C", "C", "C", "N", "C", "C", "C", "C", "C", "C", "H", "H", "H", "H", "H", "H", "H", "H", "H", "H", "H", "H", "H", "H", "H", "H", "H", "H", "H", "H", "C", "C", "C", "N", "C", "C", "C", "C", "C", "C", "H", "H", "H", "H", "H", "H", "H", "H", "H", "H", "H", "H", "H", "H", "H", "H", "H", "H", "H", "H", "C", "C", "C", "N", "C", "C", "C", "C", "C", "C", "H", "H", "H", "H", "H", "H", "H", "H", "H", "H", "H", "H", "H", "H", "H", "H", "H", "H", "H", "H", "C", "C", "C", "N", "C", "C", "C", "C", "C", "C", "H", "H", "H", "H", "H", "H", "H", "H", "H", "H", "H", "H", "H", "H", "H", "H", "H", "H", "H", "H", "C", "N", "C", "C", "C", "C", "O", "H", "H", "H", "H", "H", "H", "H", "H", "H", "H", "H", "H", "H", "H", "C", "N", "C", "C", "C", "C", "O", "H", "H", "H", "H", "H", "H", "H", "H", "H", "H", "H", "H", "H", "H"], "xyz": [[-1.1686, 0.9492, 1.5153], [0.0557, 0.3438, 1.3430], [-1.5634, 1.4142, 0.6121], [-1.9283, 0.2632, 1.8899], [-0.9620, 1.7547, 2.2200], [1.9984, 0.3264, 10.4120], [2.1724, 0.9072, 8.9957], [3.4107, 1.7213, 8.8490], [4.0075, 1.7942, 7.4482], [5.1784, 2.7697, 7.5044], [5.9880, 2.8087, 6.2063], [6.3885, 1.4179, 5.8585], [5.2020, 0.5914, 5.5333], [4.4107, 0.3731, 6.8482], [2.8482, 2.3511, 6.5720], [2.8487, -0.3447, 10.5340], [1.0634, -0.2301, 10.4772], [2.1300, 1.0821, 11.1863], [1.3438, 1.5836, 8.7857], [2.0339, 0.1219, 8.2526], [4.1395, 1.1989, 9.4687], [3.1765, 2.6924, 9.2852], [5.7924, 2.5150, 8.3683], [4.7411, 3.7451, 7.7177], [6.9042, 3.3843, 6.3386], [5.3799, 3.2175, 5.3993], [7.0703, 1.0021, 6.6003], [7.0054, 1.3855, 4.9604], [5.6466, -0.3758, 5.2989], [4.5682, 0.7996, 4.6713], [5.1210, -0.1426, 7.4944], [3.5139, -0.1922, 6.5943], [3.1887, 2.5300, 5.5521], [2.5004, 3.2767, 7.0306], [2.0796, 1.5964, 6.4055], [1.9933, 3.1623, -4.7047], [3.2946, 3.2193, -3.8665], [3.7517, 1.8428, -3.5199], [5.1698, 1.7643, -2.9547], [5.3637, 0.2894, -2.5858], [6.8252, -0.0246, -2.2230], [7.8370, 0.3735, -3.3338], [7.6273, 1.8283, -3.6858], [6.1364, 2.1476, -4.0191], [5.3518, 2.6408, -1.7058], [2.2989, 2.7246, -5.6550], [1.5902, 4.1553, -4.9035], [1.1825, 2.5459, -4.3164], [3.0076, 3.7304, -2.9476], [4.0992, 3.8149, -4.2979], [3.7559, 1.2424, -4.4296], [3.0485, 1.3334, -2.8609], [5.0696, -0.1993, -3.5147], [4.6941, 0.0533, -1.7588], [6.9165, -1.0349, -1.8242], [7.1928, 0.5334, -1.3619], [7.7224, -0.2627, -4.2114], [8.7776, 0.0301, -2.9033], [8.3995, 2.0743, -4.4147], [7.8111, 2.4037, -2.7785], [5.8705, 1.6604, -4.9572], [6.0605, 3.2221, -4.1852], [6.3224, 2.4520, -1.2471], [4.5557, 2.4328, -0.9909], [5.4268, 3.6710, -2.0538], [-2.9771, -6.0625, 0.0721], [-2.3397, -5.2227, -1.0270], [-1.8802, -5.9428, -2.2703], [-1.1138, -5.0874, -3.2908], [-0.9951, -5.9188, -4.5920], [-0.1144, -7.1963, -4.5703], [1.2537, -6.8148, -4.0027], [1.1568, -6.0529, -2.6775], [0.3009, -4.8162, -2.8065], [-1.8708, -3.7526, -3.6142], [-4.0558, -6.1367, -0.0658], [-2.7423, -5.8316, 1.1112], [-2.5494, -7.0431, -0.1367], [-1.4620, -4.7404, -0.5967], [-2.9815, -4.3717, -1.2553], [-2.7137, -6.3963, -2.8067], [-1.3099, -6.8577, -2.1095], [-2.0342, -6.0848, -4.8765], [-0.6363, -5.1945, -5.3233], [-0.4860, -7.9641, -3.8917], [-0.0488, -7.6529, -5.5579], [1.7855, -7.7662, -4.0105], [1.7530, -6.2624, -4.7988], [0.8769, -6.7594, -1.8961], [2.2014, -5.8465, -2.4445], [0.3312, -4.2598, -1.8697], [0.6624, -4.1557, -3.5947], [-2.8022, -3.9342, -4.1505], [-1.1629, -3.2173, -4.2471], [-1.9821, -3.1087, -2.7418], [-7.7870, 2.5726, -3.9641], [-8.8332, 1.6106, -4.5546], [-9.1632, 1.8850, -6.0204], [-9.9550, 0.8195, -6.7690], [-10.7013, 1.4067, -7.9682], [-11.6747, 0.4034, -8.6679], [-12.6051, -0.2519, -7.6947], [-11.8003, -0.8728, -6.4973], [-10.9673, 0.1471, -5.7795], [-8.9538, -0.1854, -7.3656], [-6.8865, 2.5050, -4.5745], [-7.4983, 2.4198, -2.9242], [-8.1933, 3.5715, -4.1232], [-9.7118, 1.5721, -3.9106], [-8.3405, 0.6387, -4.5264], [-8.1930, 1.9240, -6.5156], [-9.7158, 2.8048, -6.2121], [-11.1536, 2.3679, -7.7237], [-9.9138, 1.6030, -8.6959], [-12.3478, 1.0122, -9.2715], [-11.1609, -0.3782, -9.2275], [-13.3643, 0.4759, -7.4084], [-13.2032, -1.0756, -8.0845], [-12.4931, -1.4750, -5.9096], [-11.1345, -1.6731, -6.8204], [-11.6194, 0.9155, -5.3644], [-10.3977, -0.3156, -4.9736], [-9.4943, -0.9089, -7.9759], [-8.3649, -0.6842, -6.5959], [-8.3203, 0.3940, -8.0372], [0.7737, 8.0450, 2.8250], [0.1027, 9.2989, 2.1653], [-0.7674, 8.7792, 1.0130], [-0.8640, 10.0382, 3.1282], [1.1373, 10.3476, 1.7689], [1.8851, 10.0678, 0.4788], [2.7511, 8.9180, 0.4954], [1.4976, 7.6489, 2.1128], [-0.0481, 7.4056, 3.1474], [1.2291, 8.4000, 3.7494], [-1.5823, 8.1752, 1.4121], [-0.0365, 8.2460, 0.4050], [-1.2230, 9.5179, 0.3535], [-1.4468, 10.7060, 2.4937], [-0.3129, 10.5311, 3.9291], [-1.5405, 9.3173, 3.5874], [1.8223, 10.4991, 2.6031], [0.6769, 11.3346, 1.7261], [2.5632, 10.9059, 0.3179], [1.3146, 10.0404, -0.4496], [3.4298, 9.1443, -0.1447], [3.4629, -7.8271, 4.1228], [2.4191, -7.7989, 5.2998], [1.9219, -9.2550, 5.5613], [3.1480, -7.2281, 6.5950], [1.1672, -7.0426, 4.9001], [1.2718, -5.5210, 4.7377], [2.1804, -5.1301, 3.7121], [3.9853, -8.7837, 4.1108], [4.1075, -6.9577, 4.2524], [2.9732, -7.6285, 3.1695], [1.2331, -9.2451, 6.4061], [2.7729, -9.8467, 5.8986], [1.5863, -9.7308, 4.6398], [4.0373, -7.8443, 6.7271], [2.3996, -7.2636, 7.3867], [3.3972, -6.2642, 6.1511], [0.4514, -7.2002, 5.7069], [0.7752, -7.5926, 4.0446], [1.5205, -5.0751, 5.7007], [0.2846, -5.1477, 4.4655], [1.9882, -4.2202, 3.4740]], "forces_ev_per_angstrom": [[1.985, -0.340, 0.093], [0.337, -0.676, -0.568], [-0.443, 0.294, -0.609], [-0.630, -0.092, 0.368], [-0.958, 0.707, 0.645], [1.031, 0.020, -0.847], [-2.109, 0.141, -0.237], [1.014, -1.432, 0.530], [-1.527, -0.336, -0.613], [-0.190, 0.354, -0.387], [-0.049, 0.055, 0.647], [1.098, 0.496, -1.838], [-0.334, -1.989, 1.485], [0.205, 1.387, -1.048], [1.213, -0.346, -0.456], [-0.155, -0.402, 0.316], [0.127, 0.227, 0.271], [-0.471, 0.038, -0.010], [-0.342, -0.060, 0.042], [0.423, -0.217, 0.047], [0.568, 0.440, -0.038], [0.673, 0.320, -0.513], [-0.019, -0.309, -0.093], [-0.104, -0.035, 0.046], [-0.345, 0.466, 0.156], [0.148, 0.283, -0.007], [-0.443, -0.340, 0.385], [0.212, 0.495, -0.124], [-0.450, -0.465, -0.019], [0.200, 0.765, 0.093], [-0.569, 0.191, 0.585], [-0.072, 0.143, 0.765], [0.410, 0.311, 0.233], [-0.114, -0.255, -0.038], [-0.047, 0.083, 0.758], [1.058, -0.028, -0.813], [-1.377, 0.813, 1.091], [0.258, -0.303, -0.352], [-0.351, -0.530, 1.212], [1.072, 0.453, 0.009], [0.149, 0.535, -0.229], [-1.190, -1.857, 0.684], [-0.198, -0.278, 1.318], [1.784, 0.252, -1.063], [0.364, -0.167, -0.931], [-0.386, 0.047, -0.314], [0.145, -0.045, 0.070], [0.282, -0.021, 0.440], [0.265, 0.140, 0.249], [-0.339, -0.039, -0.474], [0.325, -0.121, -0.062], [0.254, 0.151, 0.428], [0.017, -0.473, 0.263], [-0.178, 0.096, -0.215], [-0.140, -0.310, -0.678], [-0.551, 0.378, 0.275], [-0.240, -0.006, -0.206], [0.483, 0.917, -0.315], [-0.703, 0.641, -0.368], [0.546, 0.245, -0.056], [-0.330, -0.175, 0.148], [-0.132, -0.101, 0.056], [-0.225, -0.385, -0.118], [-0.051, 0.184, -0.259], [-0.588, 0.004, 0.181], [0.113, -1.289, -1.018], [0.787, 1.727, 0.803], [-0.785, -0.664, -0.838], [-0.682, -0.717, 0.760], [-0.726, 0.324, -0.377], [-0.322, 1.097, 1.394], [-0.407, -0.697, -1.517], [0.905, -1.394, -1.065], [0.034, 0.596, -0.092], [1.688, -0.679, -0.033], [0.070, -0.034, 0.156], [0.043, 0.484, -0.327], [-0.331, -0.522, 0.572], [0.248, 0.069, 0.108], [-0.149, -0.145, -0.307], [-0.411, 0.520, -0.246], [0.540, 0.433, 0.511], [0.022, -0.338, 0.027], [0.382, -0.111, -0.055], [-0.614, 0.007, -0.148], [-0.109, 0.325, -0.043], [0.406, 0.165, 0.820], [0.252, 0.573, 0.274], [-0.490, 0.248, 0.146], [-0.154, 0.809, 0.291], [-0.578, 0.095, -0.078], [0.480, -0.027, 0.104], [0.135, -0.265, 0.277], [-0.227, -0.048, -0.306], [-0.162, -0.567, 0.193], [-0.467, 0.541, -1.333], [0.297, -0.731, 0.599], [0.213, 0.296, -0.245], [-0.256, -1.104, 0.614], [0.357, -0.796, -0.864], [-0.246, 0.583, 0.664], [0.182, -1.104, 1.512], [-0.780, -0.215, -1.194], [0.083, -0.134, -0.279], [-0.772, 0.374, 0.062], [0.170, 0.065, 0.056], [-0.447, -0.183, -0.116], [0.301, 0.285, 0.446], [-0.015, 0.031, -0.122], [-0.308, -0.412, 0.095], [-0.157, 0.359, -0.326], [0.194, 0.138, 0.365], [-0.193, -0.303, 0.401], [0.022, 0.359, 0.069], [0.623, -0.029, -0.725], [0.160, 0.454, -0.332], [0.134, 0.065, 0.707], [0.240, 0.088, -0.604], [0.001, 0.693, 0.772], [0.098, 0.022, -0.612], [0.330, 0.353, -0.093], [0.114, 0.211, -0.160], [0.098, 0.028, 0.297], [-0.214, 0.172, 0.067], [0.082, -0.076, 0.206], [-0.933, 1.838, 0.124], [-1.178, 0.392, 0.741], [1.250, 0.040, -0.129], [0.393, -1.039, -0.327], [0.202, -0.440, -0.412], [1.258, 0.298, -0.563], [-0.747, 0.084, 0.525], [-0.250, -0.127, 0.198], [0.181, -0.294, -0.524], [0.333, 0.061, -0.233], [0.429, -0.201, 0.098], [-0.521, -0.513, -0.085], [0.297, 0.613, 0.534], [0.199, 0.189, 0.307], [0.072, 0.134, -0.315], [0.087, -0.117, -0.148], [0.147, -0.668, 0.076], [-0.518, -0.228, -0.496], [-0.293, 0.529, 0.313], [-0.746, -0.044, 0.326], [0.271, -0.352, 0.003], [-0.876, 0.640, 0.735], [0.579, -1.593, -0.253], [1.440, 0.656, 0.362], [-1.239, -0.601, -2.953], [0.197, 0.390, 0.438], [0.014, -0.242, -0.547], [0.140, -0.574, 0.383], [-0.012, 0.240, 0.215], [0.200, -0.339, 0.196], [-0.341, -0.376, 0.221], [-0.343, 0.094, -0.467], [0.201, 0.190, -0.046], [-0.430, 0.417, 0.137], [-0.232, 0.092, 0.286], [0.439, 0.263, 0.104], [0.220, 0.305, 1.169], [-0.003, -0.022, 0.098], [0.111, 0.380, -0.222], [0.171, 0.072, 0.092], [-0.268, -0.251, 0.212], [0.001, 0.157, -0.077]], "lowdin_charge": [-0.4944, -0.5441, 0.0147, 0.0232, 0.0166, -0.0639, -0.2684, -0.1616, -0.2062, -0.0950, -0.1604, -0.2320, -0.1857, -0.0463, 0.0375, 0.0776, 0.0879, 0.0893, 0.1118, 0.1049, 0.1341, 0.1503, 0.1439, 0.1352, 0.1344, 0.1179, 0.1367, 0.1258, 0.1234, 0.1258, 0.1401, 0.1215, 0.0947, 0.1165, 0.1079, -0.0713, -0.2349, -0.1539, -0.2542, -0.0861, -0.1580, -0.1817, -0.1364, -0.1062, 0.0500, 0.0781, 0.0825, 0.0833, 0.1115, 0.1107, 0.1312, 0.1469, 0.1355, 0.1382, 0.1225, 0.1046, 0.1196, 0.1247, 0.1356, 0.1071, 0.1465, 0.1271, 0.0907, 0.1204, 0.1107, -0.0696, -0.2382, -0.1299, -0.2315, -0.0896, -0.1418, -0.1948, -0.1568, -0.1094, 0.0543, 0.0864, 0.0820, 0.0722, 0.1087, 0.1079, 0.1415, 0.1187, 0.1293, 0.1325, 0.1146, 0.1335, 0.1244, 0.1202, 0.1189, 0.1265, 0.1347, 0.1336, 0.1150, 0.0980, 0.1047, -0.0810, -0.2426, -0.1219, -0.2301, -0.0816, -0.1569, -0.1769, -0.1602, -0.0940, 0.0334, 0.0742, 0.0846, 0.0815, 0.1125, 0.1043, 0.1279, 0.1376, 0.1390, 0.1287, 0.1304, 0.1189, 0.1238, 0.1244, 0.1294, 0.1092, 0.1478, 0.1241, 0.0938, 0.1113, 0.1082, 0.0531, -0.3176, 0.0150, 0.0248, -0.0965, -0.2181, -0.0687, 0.0953, 0.1050, 0.1063, 0.1122, 0.0994, 0.1154, 0.1119, 0.1130, 0.1063, 0.1453, 0.1424, 0.1348, 0.1253, 0.0951, 0.0364, -0.3145, 0.0200, 0.0792, -0.1170, -0.2157, -0.0599, 0.1078, 0.0948, 0.0986, 0.1096, 0.1049, 0.1128, 0.1126, 0.1134, 0.0885, 0.1363, 0.1383, 0.1173, 0.1336, 0.0994]}

{"formula": "C13H19F13NOS2", "method": "the ωB97M-V functional and the def2-TZVPD basis", "charge": 1, "homo_energy_ha": -0.5170, "mol_weight_g_mol": 516.41, "elements": ["C", "C", "C", "C", "S", "C", "C", "C", "F", "F", "C", "F", "F", "C", "F", "F", "C", "F", "F", "S", "F", "F", "F", "F", "F", "N", "C", "C", "C", "O", "H", "H", "H", "H", "H", "H", "H", "H", "H", "H", "H", "H", "H", "H", "H", "H", "H", "H", "H"], "xyz": [[5.4812, 1.1987, -0.3754], [4.1845, 1.4795, 0.4223], [3.3667, 0.1790, 0.7698], [2.5707, 0.4418, 2.0716], [2.3323, -0.0694, -0.7270], [0.8694, 1.0417, -0.6328], [-0.3910, 0.3588, -0.0858], [-1.6848, 1.0190, -0.6233], [-2.1502, 0.2259, -1.5863], [-1.3884, 2.2393, -1.1038], [-2.7205, 1.2332, 0.5105], [-2.1105, 2.0387, 1.3885], [-2.8842, 0.0574, 1.1349], [-4.0601, 1.9137, 0.0553], [-3.9873, 3.1761, 0.4927], [-4.1395, 2.0333, -1.2534], [-5.3629, 1.3477, 0.6989], [-5.2153, 1.1508, 1.9761], [-6.2572, 2.3123, 0.6092], [-6.1281, -0.1511, -0.1425], [-4.7465, -0.5681, -0.7912], [-6.5655, 0.6933, -1.3894], [-7.5249, 0.2067, 0.5286], [-5.8286, -1.0368, 1.1453], [-6.7743, -1.4192, -0.8020], [1.7564, -1.6768, -0.8031], [1.6402, -2.3164, 0.5354], [2.5842, -2.4294, -1.7217], [2.4040, -3.9389, -1.7426], [3.3377, -1.9089, -2.4546], [5.3102, 1.4435, -1.4259], [6.2398, 1.9125, -0.0464], [5.8534, 0.1773, -0.2855], [4.3206, 2.1118, 1.2968], [3.5296, 2.0584, -0.2501], [4.1099, -0.6133, 0.8694], [2.4515, -0.5121, 2.5952], [1.5938, 0.9028, 1.9302], [3.1706, 1.0559, 2.7428], [1.1781, 1.8232, 0.0657], [0.7664, 1.4460, -1.6384], [-0.3937, 0.4681, 1.0023], [-0.4775, -0.7031, -0.3177], [1.1437, -3.2855, 0.4612], [0.9984, -1.6918, 1.1549], [2.6275, -2.5019, 0.9684], [1.3314, -4.1538, -1.8396], [2.9307, -4.3694, -2.5878], [2.7085, -4.4006, -0.7996]], "forces_ev_per_angstrom": [[-0.327, 0.868, 0.090], [-0.577, -0.568, -1.430], [-0.073, 2.126, 1.035], [0.450, -1.274, 0.121], [0.444, -0.417, -0.863], [-0.029, -0.814, 0.731], [-0.346, 0.340, 0.515], [0.941, -0.409, 0.935], [-0.578, 0.026, -0.703], [-0.160, 0.468, -0.580], [0.497, -0.230, -0.537], [0.144, 0.395, 0.437], [-0.507, -0.453, -0.049], [0.393, 0.454, 0.976], [0.033, 0.546, 0.638], [-0.202, -0.770, -1.135], [-0.465, 0.481, -1.069], [0.871, -0.707, 1.329], [-0.740, 0.813, -0.753], [-1.686, -1.015, 1.148], [0.276, 0.244, -0.144], [0.724, 0.260, -0.358], [0.053, 0.035, -0.013], [0.641, -0.128, -0.226], [-0.041, -0.036, -0.187], [0.725, 0.361, 1.003], [-0.592, -0.282, -0.118], [-0.774, -1.952, 0.299], [-1.081, 0.267, 0.613], [1.299, 1.518, -1.225], [0.103, -0.377, 0.010], [0.121, -0.311, 0.025], [-0.005, 0.119, 0.076], [0.122, -0.373, 0.146], [0.212, 0.299, 0.306], [-0.517, -0.397, -0.234], [-0.353, 0.200, 0.003], [0.150, 0.042, -0.017], [-0.097, 0.111, -0.158], [0.052, 0.140, -0.348], [0.064, -0.122, 0.054], [0.058, -0.166, -0.123], [0.184, 0.144, -0.130], [-0.026, 0.179, -0.266], [0.300, -0.060, 0.146], [-0.177, 0.256, 0.177], [0.165, -0.060, -0.046], [0.145, 0.201, 0.088], [0.189, 0.032, -0.185]], "nbo_charge": [-0.6273, -0.3992, -0.3545, -0.6318, 1.0461, -0.5331, -0.4842, 0.6535, -0.3037, -0.3175, 0.5757, -0.3009, -0.3054, 0.5831, -0.2899, -0.2829, 0.4569, -0.2777, -0.2846, 2.3746, -0.4669, -0.4424, -0.4528, -0.4582, -0.4344, -0.6126, -0.4424, 0.6982, -0.7220, -0.5102, 0.2284, 0.2403, 0.2145, 0.2374, 0.2004, 0.2626, 0.2302, 0.2146, 0.2471, 0.2627, 0.2799, 0.2404, 0.2553, 0.2455, 0.2245, 0.2054, 0.2445, 0.2706, 0.2423]}